[1]
The following is a DFT calculation (the ωB97M-V functional and the def2-TZVPD basis) of C20H16O4 in the gas phase.

The geometry in ORCA input format:
```
! RIJCOSX wB97M-V def2-TZVPD def2/J DEFGRID3
* xyz 0 1
C -0.97 0.13 2.38
H -4.04 -0.13 -2.32
O -4.60 1.49 -1.16
H -1.42 0.85 3.05
C -1.38 0.26 -2.44
C -2.33 1.01 -1.75
H 1.02 0.64 2.92
C -1.25 -1.63 0.77
H -1.87 -2.28 0.18
H 0.70 -0.25 -2.61
C -0.59 1.90 -0.35
H 2.55 -3.66 -0.82
H -2.66 2.41 -0.19
O 1.96 1.64 0.60
C 3.33 -0.01 1.85
C 0.35 1.14 -1.03
C 2.93 -2.02 0.51
H -1.69 -0.38 -3.26
H -0.28 2.53 0.47
C 0.75 -2.76 -0.14
C 3.21 1.39 1.22
H 0.10 -3.41 -0.72
C -3.78 0.93 -2.15
O 4.20 -0.25 2.64
H 4.02 1.45 0.47
C 2.10 -2.89 -0.20
H 3.35 2.16 1.98
H 4.01 -2.10 0.42
C 2.39 -1.02 1.28
H -5.52 1.45 -1.44
O 2.66 0.60 -1.27
H -2.87 -0.57 1.65
C 0.15 -1.78 0.68
C 0.99 -0.91 1.43
C 1.77 1.10 -0.62
C -1.92 1.84 -0.71
H -3.91 1.46 -3.11
C 0.39 0.02 2.31
C -1.80 -0.69 1.59
C -0.05 0.33 -2.09
*
```

Output
SMILES: O=C(OCC(=O)c1cccc2ccccc12)c1ccc(CO)cc1
Lowest unoccupied orbital energy: 0.24 eV
F_max: 0.76 eV/A

Löwdin atomic charge list, values in e, 2 entries: -0.07 0.13

[2]
The following is a DFT calculation (the ωB97M-V functional and the def2-TZVPD basis) of C12H11N5OS2 in the gas phase.

The geometry in ORCA input format:
```
! RIJCOSX wB97M-V def2-TZVPD def2/J DEFGRID3
* xyz 0 1
N 1.72 0.21 1.49
H -2.49 1.22 -4.39
H -1.51 -2.39 1.73
H 2.01 1.49 -1.89
N 2.30 0.25 0.29
S 0.02 -0.15 4.11
H -1.62 -0.83 5.76
C 1.59 -0.61 -0.42
C 0.31 0.96 -3.19
H 2.43 0.93 -3.55
H -1.97 -0.40 -4.04
C -1.89 -1.84 3.84
C -2.57 0.42 -3.65
S 1.91 -0.90 -2.11
C 0.69 -0.66 1.47
C 1.75 0.83 -2.71
H -2.74 -2.46 4.05
N -2.92 1.03 -1.35
H -3.61 0.11 -3.56
C -1.23 -1.81 2.59
N 0.60 -1.20 0.27
C -0.17 -0.94 2.58
C -2.03 0.88 -2.35
C -0.69 1.14 -2.14
C -1.33 -1.00 4.75
O 0.04 0.85 -4.37
H -3.89 0.80 -1.49
C -0.32 1.59 -0.87
N -0.11 2.01 0.19
H -2.61 1.32 -0.44
H 2.02 0.83 2.23
*
```

Output
SMILES: C/C(N)=C(/C#N)C(=O)CSc1n[nH]c(-c2cccs2)n1
Lowest unoccupied orbital energy: 0.32 eV
F_max: 1.07 eV/A

Löwdin atomic charge list, values in e, 2 entries: 0.05 0.10

[3]
The following is a DFT calculation (the ωB97M-V functional and the def2-TZVPD basis) of a molecular structure, C24H27Br16ClO3.

The geometry in ORCA input format:
```
! RIJCOSX wB97M-V def2-TZVPD def2/J DEFGRID3
* xyz 0 1
C -5.46 -1.92 -1.31
H -4.66 -0.70 0.25
C 8.47 6.61 5.95
H 0.03 0.34 1.79
H 7.52 7.05 6.22
H -6.47 -2.15 -1.64
C -4.70 -3.26 -1.29
Br 4.64 7.90 5.36
O 0.04 -2.19 1.88
H -4.11 -3.37 -2.20
C -5.59 -0.97 -3.71
H -6.48 -1.60 -3.68
C -0.62 -2.64 -1.55
C 1.62 -0.25 0.43
Br -1.07 -5.82 4.26
Br 3.14 8.45 2.60
H -0.56 -3.07 -3.65
Br 3.15 1.93 3.63
C -3.40 -0.86 -2.46
Br 3.52 -0.03 -5.86
H 0.16 -3.89 3.33
Br 5.89 3.37 4.36
C 0.61 0.78 0.99
H 4.29 6.42 3.42
C -2.05 -2.54 0.89
H -4.90 -1.36 -4.46
Br 0.94 -1.59 -6.87
H 1.20 1.58 1.44
C -0.03 -1.94 -0.49
Br 8.74 5.10 7.12
H 3.15 -1.30 -7.94
Br 2.09 0.84 -8.57
Br 8.34 6.06 4.12
H -0.96 2.12 0.49
O -3.93 -3.53 -0.11
Br 3.25 0.69 -0.05
C -2.64 -3.16 -0.14
H 1.87 -0.95 1.21
H -3.10 0.01 -3.05
H 1.37 -1.54 -4.08
H -5.20 0.10 -1.93
O -1.98 -4.53 -1.93
C 0.95 -1.66 -3.09
H -5.65 -1.99 0.87
H -3.04 -1.74 -2.99
Br 9.81 7.96 6.21
H -5.44 -4.05 -1.32
C -0.60 -2.20 0.86
C 0.20 -4.37 4.30
H -6.40 -0.55 0.06
C -5.57 -1.26 0.07
C -0.12 -2.50 -2.84
Br -0.28 -3.04 5.60
C 1.03 -1.05 -0.73
H 2.33 -0.27 -2.27
C -1.76 -3.55 -1.28
C 2.52 -0.62 -7.39
C 3.64 7.13 3.91
H 0.23 2.00 -0.78
Cl -2.85 -2.12 2.34
H -0.98 0.71 -0.52
C 1.51 -0.93 -2.04
H -5.93 0.01 -4.02
C -4.91 -0.88 -2.33
H -2.90 -0.77 -1.50
Br 4.30 4.21 1.74
C -0.31 1.42 -0.04
Br 2.00 -5.00 4.55
C 4.73 2.77 2.95
H 5.27 2.03 2.38
Br 2.12 6.14 4.55
*
```

Output
Lowest unoccupied orbital energy: -1.28 eV
F_max: 0.91 eV/A

Löwdin atomic charge list, values in e, 2 entries: -0.30 0.07

[4]
The following is a DFT calculation (the ωB97M-V functional and the def2-TZVPD basis) of C6H12N2 in the gas phase.

The geometry in ORCA input format:
```
! RIJCOSX wB97M-V def2-TZVPD def2/J DEFGRID3
* xyz 0 1
H 0.41 0.34 1.95
H 2.70 -1.35 -0.22
H -1.00 1.09 1.64
C -0.18 0.60 1.15
H -2.95 -0.95 0.16
H -0.30 2.28 -0.01
H -1.97 -0.47 -1.27
H 0.44 -2.33 0.36
H 1.25 1.12 -1.78
C 0.39 0.86 -1.23
C 0.57 -0.54 -0.59
N 0.44 1.63 0.10
H 2.41 0.33 0.24
H -0.53 1.02 -1.80
C -0.68 -0.49 0.38
C -2.07 -0.29 -0.24
H 1.78 -1.16 1.23
C 1.89 -0.71 0.16
H -2.37 0.79 0.05
N -0.22 -1.77 -0.29
*
```

Output
SMILES: C[C@@]12CNC[C@]1(C)N2
Lowest unoccupied orbital energy: 0.99 eV
F_max: 3.89 eV/A

Löwdin atomic charge list, values in e, 2 entries: 0.07 0.07

Number 1: highest occupied orbital energy -8.34 eV, Kohn-Sham gap 8.58 eV. Number 2: highest occupied orbital energy -8.35 eV, Kohn-Sham gap 8.67 eV. Number 3: highest occupied orbital energy -9.54 eV, Kohn-Sham gap 8.26 eV. Number 4: highest occupied orbital energy -8.08 eV, Kohn-Sham gap 9.07 eV.